(1)
{"formula": "C23H16F2N2O6Ru", "method": "ωB97M-V/def2-TZVPD", "symbols": ["Ru", "O", "C", "C", "C", "C", "C", "C", "C", "N", "N", "C", "O", "C", "C", "C", "C", "C", "C", "H", "H", "H", "H", "H", "H", "H", "H", "H", "H", "O", "C", "O", "C", "C", "C", "C", "O", "C", "O", "C", "C", "H", "H", "H", "H", "H", "F", "C", "F", "H"], "xyz": [[-0.04641, 1.10013, -0.75773], [1.89299, 0.94823, 0.01997], [2.22869, 1.89613, 0.82817], [3.50599, 2.47163, 0.73357], [3.96349, 3.39513, 1.65307], [3.15409, 3.75983, 2.73187], [1.88609, 3.25093, 2.84977], [1.34659, 2.34303, 1.90377], [0.03669, 1.88393, 2.04637], [-0.58881, 1.03313, 1.19077], [-1.72041, 0.49213, 1.56497], [-2.33411, -0.26367, 0.65027], [-1.81261, -0.49397, -0.49163], [-3.65631, -0.77507, 0.98487], [-4.42391, -1.35767, -0.03193], [-5.71161, -1.77977, 0.22217], [-6.25351, -1.64177, 1.49307], [-5.48601, -1.09237, 2.51167], [-4.19961, -0.66007, 2.26927], [4.12239, 2.14273, -0.09113], [4.95109, 3.81973, 1.54347], [3.52019, 4.45963, 3.47067], [1.27059, 3.54353, 3.68897], [-0.54761, 2.20913, 2.90627], [-3.98501, -1.43967, -1.01523], [-6.30821, -2.21937, -0.56513], [-7.27331, -1.94627, 1.68897], [-5.90721, -1.00617, 3.50397], [-3.60341, -0.22757, 3.05807], [0.10679, -0.13567, -4.73453], [0.43589, -0.06567, -3.56243], [0.21669, 0.91553, -2.78093], [1.31979, -1.16937, -2.97303], [2.25959, -1.73627, -3.82163], [3.23219, -2.61027, -3.34683], [3.22839, -2.87077, -1.99763], [4.09449, -3.65177, -1.26443], [3.67829, -3.51307, 0.07587], [2.46339, -2.80797, 0.12517], [2.25019, -2.34537, -1.15013], [1.26899, -1.50477, -1.61693], [2.22869, -1.47397, -4.86863], [3.96429, -3.04847, -4.00493], [4.45219, -2.96117, 0.64167], [3.54589, -4.51107, 0.51877], [0.47149, -1.15297, -0.95903], [-2.35131, 2.15923, -2.18023], [-1.61951, 2.40993, -1.07043], [-0.93251, 3.58333, -1.33293], [-2.33471, 2.64493, -0.25813]], "mulliken_charge": [0.354, -0.838, 0.452, -0.533, -0.426, -0.554, -0.998, 0.580, -0.049, 1.041, -0.980, 0.468, -0.757, 0.326, -0.517, -0.563, -0.352, -0.583, -0.200, 0.426, 0.371, 0.365, 0.346, 0.312, 0.424, 0.382, 0.370, 0.372, 0.431, -0.688, 0.235, -0.690, 0.301, -0.754, -0.869, 0.908, -0.489, -0.260, -0.481, 0.679, -0.652, 0.454, 0.418, 0.265, 0.207, 0.855, -0.261, 0.306, -0.336, 0.183], "s_squared": 0.8813, "charge": -1, "spin_multiplicity": 2, "e_above_lowest_ev": 2.4551}



(2)
{"formula": "C5H9NO2", "method": "ωB97M-V/def2-TZVPD", "symbols": ["C", "C", "C", "C", "C", "H", "H", "H", "H", "H", "H", "H", "H", "H", "N", "O", "O"], "xyz": [[1.53267, 1.31756, -0.14454], [0.22110, 0.67506, -0.40417], [-0.43362, -0.13808, 0.66516], [-1.93075, -0.02048, 0.47913], [1.22690, -1.37375, -0.02107], [2.16960, 1.09601, -1.19478], [2.29636, 1.09213, 0.77878], [1.15979, 2.27314, -0.17610], [-0.34075, 1.01246, -1.41072], [0.05836, -0.23147, 1.54960], [-2.77592, -0.59130, 1.24593], [-2.13892, 1.18507, 0.71889], [-2.22173, -1.51356, -1.19115], [0.82986, -2.56027, 0.43362], [0.27381, -0.87171, -0.55618], [-2.37827, -0.41702, -0.71035], [2.45151, -0.93379, -0.06204]], "mulliken_charge": [-1.303, 0.137, 0.043, -0.584, 0.034, 0.232, 0.293, 0.492, 0.334, 0.625, 0.250, 0.204, 0.391, 0.220, -0.197, -0.580, -0.590], "e_above_lowest_ev": 8.2638}



(3)
{"formula": "C2H3NO", "method": "ωB97M-V/def2-TZVPD", "symbols": ["C", "C", "N", "O", "H", "H", "H"], "xyz": [[0.68648, 1.58399, 1.60030], [-0.71042, -0.39184, -0.96947], [0.23532, -0.11020, -0.23390], [0.91761, 0.79155, 2.42239], [-0.66673, -1.24813, -1.62667], [-1.49278, 0.23024, -1.12445], [1.03052, -0.85562, -0.06821]], "mulliken_charge": [0.180, -0.339, -0.362, -0.204, 0.211, 0.282, 0.231], "e_above_lowest_ev": 1.5338}



(4)
{"formula": "C20H42NOP3Ti", "method": "ωB97M-V/def2-TZVPD", "symbols": ["Ti", "P", "P", "P", "H", "C", "C", "H", "C", "C", "C", "C", "C", "C", "C", "C", "C", "H", "H", "H", "H", "H", "H", "H", "H", "H", "H", "H", "H", "H", "H", "H", "H", "H", "H", "H", "H", "H", "H", "H", "H", "H", "H", "H", "H", "H", "C", "C", "C", "C", "C", "C", "O", "H", "H", "H", "H", "H", "H", "C", "C", "C", "N", "H", "H", "H", "H", "H"], "xyz": [[0.23252, 0.24082, 0.27120], [2.39222, 1.28000, -0.49490], [-1.57804, 2.36644, 1.38689], [-0.42216, 0.96143, -2.05918], [-0.59265, -7.37878, -0.21509], [-0.42857, -6.83380, -1.15305], [0.71885, -6.19937, -1.41955], [1.54544, -6.16926, -0.70575], [3.75546, 1.02372, 0.69233], [2.25252, 3.11805, -0.52672], [3.26806, 0.96082, -2.08132], [-3.37806, 2.41863, 1.50729], [-0.97537, 2.81750, 3.01024], [-1.10197, 3.60302, 0.17195], [-0.11461, -0.43742, -3.18574], [-0.08943, 2.40809, -3.14279], [-2.24441, 0.96793, -1.88595], [-1.22024, -6.88512, -1.91249], [0.88708, -5.76632, -2.40798], [3.90048, -0.04750, 0.88223], [3.58501, 1.53842, 1.64688], [4.67678, 1.42342, 0.25069], [1.91500, 3.49365, 0.44800], [1.55843, 3.45716, -1.30497], [3.24027, 3.54653, -0.73470], [3.53932, -0.10219, -2.14997], [4.19632, 1.55417, -2.07409], [2.68390, 1.23089, -2.97204], [-3.65853, 3.45048, 1.75039], [-3.71768, 1.75544, 2.30908], [-3.87281, 2.12822, 0.57392], [-1.51515, 3.72491, 3.32795], [0.10756, 2.99797, 3.01726], [-1.18174, 2.01251, 3.72359], [-1.94507, 4.30059, 0.05874], [-0.90166, 3.18680, -0.82586], [-0.21535, 4.17222, 0.47866], [-0.32980, -0.12867, -4.21705], [-0.75389, -1.28225, -2.90208], [0.93242, -0.75645, -3.10202], [-0.20723, 2.08595, -4.18758], [0.92425, 2.80664, -3.02029], [-0.81161, 3.21048, -2.95134], [-2.67179, 0.83654, -2.88909], [-2.59702, 1.91576, -1.45951], [-2.57045, 0.14392, -1.23616], [-1.03920, -2.48655, -0.00835], [-2.34120, -3.04605, 0.04138], [-2.77406, -3.73901, -1.08432], [-1.91775, -3.89264, -2.18461], [-0.55295, -3.61337, -2.04521], [-0.07530, -3.03500, -0.88438], [-0.80525, -1.29155, 0.53602], [-1.30335, 0.93522, 1.19982], [-2.96933, -2.83401, 0.90278], [-3.79342, -4.13797, -1.11963], [-2.29180, -4.33838, -3.11205], [0.16541, -3.88453, -2.82092], [0.98257, -2.89699, -0.66954], [0.99802, 0.87888, 5.60377], [1.61190, -0.18321, 4.66980], [1.40595, 0.14024, 3.28460], [1.10146, 0.29858, 2.16735], [1.30064, 1.88412, 5.28794], [1.31442, 0.75633, 6.64423], [-0.09451, 0.79752, 5.58088], [2.69071, -0.28833, 4.85582], [1.17044, -1.17526, 4.86458]], "mulliken_charge": [-0.387, 1.173, 0.763, 1.194, 0.255, -0.462, -0.454, 0.288, -1.286, -1.289, -1.210, -1.240, -1.158, -0.982, -1.087, -1.305, -1.130, 0.251, 0.224, 0.402, 0.361, 0.465, 0.241, 0.328, 0.514, 0.429, 0.488, 0.359, 0.483, 0.429, 0.366, 0.484, 0.406, 0.324, 0.509, -0.142, 0.503, 0.611, 0.177, 0.346, 0.499, 0.319, 0.478, 0.517, 0.400, 0.292, 0.301, -0.785, -0.382, -0.706, -1.027, -0.192, -0.420, 0.476, 0.493, 0.508, 0.454, 0.710, 0.611, -1.161, -0.291, 0.196, -0.189, 0.352, 0.385, 0.291, 0.326, 0.306], "s_squared": 0.7671, "charge": 3, "spin_multiplicity": 2, "e_above_lowest_ev": 0.7009}



(5)
{"formula": "C34H57Br2Cl16N2O3S", "method": "ωB97M-V/def2-TZVPD", "symbols": ["C", "C", "Br", "C", "Br", "C", "C", "C", "C", "N", "C", "C", "C", "C", "C", "C", "C", "O", "N", "C", "C", "C", "S", "C", "O", "O", "H", "H", "H", "H", "H", "H", "H", "H", "H", "H", "H", "H", "H", "H", "H", "H", "H", "H", "H", "H", "H", "H", "H", "H", "H", "Cl", "C", "C", "Cl", "H", "H", "H", "H", "Cl", "C", "C", "Cl", "H", "H", "H", "H", "Cl", "C", "C", "Cl", "H", "H", "H", "H", "Cl", "C", "C", "Cl", "H", "H", "H", "H", "Cl", "C", "C", "Cl", "H", "H", "H", "H", "Cl", "C", "C", "Cl", "H", "H", "H", "H", "Cl", "C", "C", "Cl", "H", "H", "H", "H", "Cl", "C", "C", "Cl", "H", "H", "H", "H"], "xyz": [[-3.86773, 0.72904, -1.16269], [-4.37198, 1.67473, -2.23163], [-6.26859, 1.55149, -2.52660], [-3.60717, 2.51609, -2.93636], [-4.46387, 3.60040, -4.27246], [-2.06789, 2.69483, -2.71710], [-1.38533, 1.33182, -3.00453], [0.09566, 1.36171, -3.43018], [0.75815, 0.01682, -3.03913], [1.25231, -0.03832, -1.65879], [0.36987, -0.72105, -0.72141], [1.01959, -1.49741, 0.42111], [0.18917, -1.77730, 1.49498], [0.58471, -2.51017, 2.60292], [1.88258, -3.00074, 2.67741], [2.74492, -2.71356, 1.60269], [2.32933, -1.98435, 0.49473], [3.23180, -1.77695, -0.53998], [-1.92985, 3.23964, -1.37340], [-0.64330, 3.18262, -0.73605], [0.34656, 4.26127, -1.21261], [1.70652, 4.01303, -0.49335], [3.08010, 4.63063, -1.55191], [-1.62111, 3.77169, -3.78654], [-1.38107, 3.39445, -4.96493], [-1.56578, 4.95333, -3.41276], [-3.24810, -0.05180, -1.60249], [-4.73385, 0.20117, -0.75719], [-3.38701, 1.21613, -0.31651], [-1.96536, 0.80920, -3.76066], [-1.44922, 0.73372, -2.09261], [0.68071, 2.15805, -2.96463], [0.14367, 1.44786, -4.51589], [1.59052, -0.18730, -3.72450], [0.01679, -0.76556, -3.22956], [1.44242, 0.90398, -1.34870], [-0.27241, 0.04024, -0.24846], [-0.31712, -1.40011, -1.23185], [-0.83901, -1.42063, 1.45653], [-0.15970, -2.67860, 3.36431], [2.17137, -3.55805, 3.55761], [3.76021, -3.07675, 1.64786], [3.79914, -1.05026, -0.26439], [-2.69838, 3.02804, -0.76525], [-0.14437, 2.20055, -0.74250], [-0.81150, 3.41348, 0.32547], [0.00435, 5.25672, -0.94099], [0.54583, 4.19006, -2.27665], [1.89694, 2.94412, -0.39442], [1.77565, 4.55174, 0.44889], [2.72098, 4.29475, -2.80373], [-0.27552, -1.37884, 4.92548], [-0.87986, -1.15247, 6.59000], [-0.01395, -1.86272, 7.59708], [-0.13548, -3.63851, 7.44566], [-1.90804, -1.50650, 6.62341], [-0.87877, -0.08248, 6.79660], [-0.33344, -1.60768, 8.60626], [1.03257, -1.59116, 7.49062], [2.61261, -2.89348, 9.60778], [2.88356, -4.60794, 9.20603], [4.27315, -5.06334, 9.57120], [5.52618, -4.31119, 8.54941], [2.68221, -4.73673, 8.14546], [2.15062, -5.18555, 9.76699], [4.35275, -6.13998, 9.42955], [4.50755, -4.83298, 10.60748], [-4.21455, -2.84612, 3.48183], [-4.04295, -4.58364, 3.12343], [-2.66142, -5.07914, 3.46807], [-1.43540, -4.39579, 2.36800], [-4.27234, -4.73875, 2.07384], [-4.79026, -5.10631, 3.71930], [-2.61597, -6.16329, 3.36843], [-2.38827, -4.81659, 4.48856], [7.31570, 8.06057, 0.71566], [5.65493, 7.70325, 0.16146], [5.60622, 7.30437, -1.28874], [5.99730, 8.66627, -2.37558], [5.04332, 8.58116, 0.35281], [5.28606, 6.88344, 0.77558], [4.60123, 6.97250, -1.54067], [6.29837, 6.49438, -1.50376], [-3.32489, -1.43448, -8.38009], [-3.44824, 0.27380, -7.85943], [-2.83139, 0.50839, -6.50714], [-3.75943, -0.27135, -5.20114], [-4.49949, 0.55039, -7.87280], [-2.92403, 0.86986, -8.60455], [-2.81066, 1.57832, -6.28681], [-1.81142, 0.13486, -6.46001], [4.79511, -3.15657, 3.83173], [6.08264, -4.01377, 4.71545], [6.39008, -5.35721, 4.10638], [5.04961, -6.51382, 4.32182], [5.77211, -4.10957, 5.75295], [6.96955, -3.38228, 4.67877], [7.26312, -5.78909, 4.59349], [6.59428, -5.27465, 3.04170], [1.15862, 5.59708, -10.07527], [-0.07393, 5.31526, -8.80657], [0.22010, 4.09733, -7.97513], [0.03061, 2.59022, -8.91078], [-1.04158, 5.23898, -9.29550], [-0.07717, 6.19640, -8.16819], [-0.48170, 4.03945, -7.13748], [1.22856, 4.12209, -7.57109], [-6.12942, -1.93641, 0.71867], [-6.66285, -2.95499, -0.64445], [-7.55764, -4.09048, -0.21831], [-6.70321, -5.33967, 0.72415], [-5.77429, -3.31242, -1.15905], [-7.21485, -2.30451, -1.32166], [-7.95678, -4.58681, -1.10135], [-8.38971, -3.73358, 0.38336]], "mulliken_charge": [-0.732, 0.088, -0.225, -0.612, -0.124, 2.527, 0.543, 0.498, -1.506, -0.007, -0.455, 0.604, -0.738, -1.338, -1.148, -0.628, 0.312, -0.556, -0.231, -0.123, -0.489, -0.605, -0.342, -0.838, -0.552, -0.721, 0.107, 0.235, 0.247, -0.589, -0.520, -0.150, 0.387, 0.416, 0.419, 0.190, 0.181, 0.355, 0.379, 1.432, 0.496, 0.678, 0.298, 0.499, -0.712, 0.668, 0.485, 0.066, 0.158, 0.483, 0.126, -0.067, -0.666, -0.364, -0.211, 0.304, 0.327, 0.357, 0.311, -0.193, -0.404, -0.494, -0.210, 0.300, 0.316, 0.307, 0.354, -0.180, -0.340, -0.465, -0.108, 0.176, 0.348, 0.372, 0.232, -0.207, -0.384, -0.140, -0.203, 0.345, 0.244, 0.004, 0.339, -0.234, -0.481, -0.106, -0.165, 0.362, 0.316, 0.054, 0.294, -0.187, -0.066, -0.501, -0.192, -0.056, 0.329, 0.331, 0.337, -0.223, -0.450, -0.008, -0.224, 0.333, 0.333, -0.037, 0.310, -0.170, -0.524, -0.497, -0.183, 0.333, 0.369, 0.356, 0.313], "charge": -1}



(6)
{"formula": "C4H6N2O2", "method": "ωB97M-V/def2-TZVPD", "symbols": ["C", "C", "C", "C", "N", "N", "O", "O", "H", "H", "H", "H", "H", "H"], "xyz": [[-0.02802, 0.93407, -0.72822], [-0.58046, 0.76393, 0.73969], [0.96840, -1.52239, 0.43871], [0.42127, -0.20912, 0.16493], [1.63530, -0.28038, 0.84878], [2.93341, 0.14521, -0.05593], [3.58849, -0.77896, -0.56814], [2.98018, 1.32086, -0.10937], [-0.72285, 0.83548, -1.50918], [0.68691, 1.75689, -0.96013], [-0.24913, 1.42909, 1.48420], [-1.56432, 0.47826, 0.78542], [0.52212, -2.24240, 1.09131], [1.34442, -2.03060, -0.31230]], "mulliken_charge": [-0.592, -0.814, -0.433, 0.766, -0.400, 0.893, -0.540, -0.476, 0.265, 0.223, 0.264, 0.276, 0.261, 0.306], "e_above_lowest_ev": 7.4485}



What did we get for electronic energy? Answer: -47392.668; -10908.312; -5658.371; -75913.618; -396586.594; -11313.593 eV, in the order shown.